Formula: C32H52IN14O3
Source: OMol25
Level of theory: ωB97M-V with the def2-TZVPD basis set

Summary:
HOMO = -12.3801 eV
lowest unoccupied orbital energy = -0.140 hartree

```
! wB97M-V def2-TZVPD RIJCOSX def2/J DEFGRID3
* xyz 1 1
C 4.4360 -0.1078 -1.5695
C 3.0295 0.4141 -1.4419
O 2.9191 1.7180 -1.9981
C 1.6115 2.0825 -2.3460
C 0.7089 2.4185 -1.1345
C -0.4924 1.5093 -0.9166
O -0.0516 0.2212 -0.4386
N 0.0922 0.1524 0.9848
O 0.1275 -0.9504 1.3213
C -1.2696 1.0363 -2.1391
N -2.4752 0.7731 -1.8116
C -3.4761 0.2698 -2.7700
N -4.2552 -0.7874 -2.1488
C -3.4099 -1.8401 -1.5408
C -2.7369 1.0522 -0.3800
C -1.6870 2.1436 -0.1788
I -1.4401 2.9731 1.7568
H 4.4276 -1.1610 -1.2828
H 4.7912 -0.0680 -2.5968
H 5.1459 0.3864 -0.9131
H 2.7336 0.4089 -0.3866
H 2.3391 -0.2671 -1.9552
H 1.1718 1.3313 -3.0138
H 1.7227 2.9957 -2.9306
H 1.3297 2.3599 -0.2418
H 0.3600 3.4478 -1.2179
H -0.9138 0.8885 -3.1490
H -4.1073 1.1076 -3.0614
H -2.9203 -0.0914 -3.6401
H -4.7424 -1.2387 -2.9163
H -2.3702 -1.8347 -1.8821
H -3.8051 -2.8264 -1.7569
H -3.4265 -1.7299 -0.4574
H -2.5550 0.1711 0.2288
H -3.7734 1.3510 -0.2510
H -2.0070 2.9746 -0.8024
C -7.0234 -4.1008 -0.1545
C -5.9686 -4.5429 -1.0506
N -5.1062 -4.8963 -1.7216
H -6.8697 -4.5023 0.8478
H -7.0376 -3.0175 -0.0764
H -8.0036 -4.4199 -0.5002
C -3.5465 -5.0065 2.6118
C -4.9466 -5.1079 2.9880
N -6.0602 -5.1897 3.2566
H -2.9765 -5.8372 3.0273
H -3.4374 -5.0301 1.5281
H -3.1188 -4.0779 2.9723
C -11.4386 -3.2154 0.9364
C -10.1618 -2.5493 0.7281
N -9.1530 -2.0278 0.5637
H -11.2893 -4.2748 1.1382
H -11.9656 -2.7768 1.7816
H -12.0682 -3.1193 0.0536
C 6.4155 3.7955 0.0184
C 7.0225 2.5395 -0.3857
N 7.5667 1.5739 -0.6830
H 7.1871 4.5337 0.2377
H 5.7807 4.1946 -0.7715
H 5.8041 3.6727 0.9102
C 10.7787 3.0861 -0.4067
C 10.5695 4.1653 0.5465
N 10.4037 5.0227 1.2920
H 11.0610 3.4694 -1.3847
H 11.5690 2.4139 -0.0792
H 9.8682 2.5021 -0.5261
C 6.1964 6.6491 3.2651
C 5.2980 5.5641 2.9006
N 4.6037 4.6968 2.6117
H 7.1288 6.5790 2.7061
H 5.7383 7.6134 3.0523
H 6.4328 6.6075 4.3266
C 3.4372 -3.9145 0.7685
C 4.7068 -3.8672 0.0577
N 5.7055 -3.8241 -0.5046
H 3.5538 -4.4165 1.7272
H 3.0636 -2.9084 0.9545
H 2.6925 -4.4562 0.1876
C -5.8856 -1.1971 4.4181
C -4.8467 -1.6227 3.4932
N -4.0246 -1.9586 2.7654
H -5.6747 -1.5531 5.4240
H -5.9571 -0.1147 4.4550
H -6.8519 -1.5922 4.1109
C -9.8716 -0.8248 6.6559
C -8.6365 -0.1133 6.3640
N -7.6634 0.4491 6.1337
H -9.6655 -1.8659 6.8987
H -10.3826 -0.3704 7.5027
H -10.5402 -0.7974 5.7974
C 1.8135 1.5448 -6.2245
C 0.4252 1.2686 -5.8878
N -0.6769 1.0528 -5.6474
H 2.3746 0.6167 -6.3199
H 1.8753 2.0819 -7.1693
H 2.2835 2.1520 -5.4522
C 10.4216 -0.3679 -3.0531
C 11.3931 0.7097 -2.9400
N 12.1482 1.5693 -2.8505
H 10.8938 -1.3304 -2.8649
H 9.6162 -0.2320 -2.3315
H 9.9887 -0.3878 -4.0516
*
```

***

Formula: C26H27N3O2
Source: OMol25
Level of theory: ωB97M-V with the def2-TZVPD basis set

Summary:
HOMO = -7.9782 eV
energy above the lowest of the compared OMol25 structures with the same formula, charge and spin = 34.4 kcal/mol
SMILES = COc1ccc(NC(=O)CN2CCN(C3c4ccccc4-c4ccccc43)CC2)cc1
lowest unoccupied orbital energy = 0.023 hartree

```
! wB97M-V def2-TZVPD RIJCOSX def2/J DEFGRID3
* xyz 0 1
C 8.3989 1.6692 -1.7069
O 7.6309 1.8290 -0.5404
C 6.5732 0.9932 -0.3374
C 6.1764 -0.0180 -1.2048
C 5.0844 -0.8073 -0.8902
C 4.3695 -0.6096 0.2853
N 3.2772 -1.4509 0.5396
C 2.4313 -1.4633 1.6068
O 2.4986 -0.7048 2.5501
C 1.3178 -2.5089 1.4791
N 0.1106 -1.9958 0.8550
C -0.5294 -0.9345 1.6128
C -1.8969 -0.6422 1.0042
N -1.7199 -0.2364 -0.3765
C -2.9102 0.3454 -0.9763
C -3.2568 1.6510 -0.2989
C -2.4526 2.7516 -0.0995
C -2.9821 3.8477 0.5692
C -4.2907 3.8351 1.0275
C -5.1008 2.7271 0.8361
C -4.5758 1.6303 0.1729
C -5.1658 0.3427 -0.1621
C -6.4339 -0.1558 0.0821
C -6.7435 -1.4319 -0.3609
C -5.8076 -2.1869 -1.0484
C -4.5366 -1.6862 -1.3040
C -4.2118 -0.4261 -0.8479
C -1.1021 -1.3100 -1.1217
C 0.2780 -1.5828 -0.5245
C 4.7656 0.4060 1.1532
C 5.8524 1.1924 0.8411
H 9.1764 2.4298 -1.6547
H 7.7995 1.8279 -2.6096
H 8.8654 0.6792 -1.7500
H 6.7047 -0.2048 -2.1263
H 4.7868 -1.5906 -1.5744
H 3.1129 -2.1400 -0.1812
H 1.6578 -3.3751 0.9032
H 1.0509 -2.8373 2.4866
H -0.6476 -1.2664 2.6456
H 0.0688 -0.0103 1.6095
H -2.3751 0.1711 1.5530
H -2.5280 -1.5441 1.0845
H -2.6801 0.5206 -2.0358
H -1.4322 2.7550 -0.4511
H -2.3678 4.7205 0.7351
H -4.6824 4.6997 1.5437
H -6.1177 2.7199 1.1995
H -7.1690 0.4377 0.6052
H -7.7267 -1.8398 -0.1759
H -6.0692 -3.1759 -1.3958
H -3.8263 -2.2809 -1.8593
H -0.9973 -1.0089 -2.1672
H -1.6862 -2.2438 -1.0720
H 0.7575 -2.3930 -1.0820
H 0.8885 -0.6683 -0.6175
H 4.2193 0.5685 2.0666
H 6.1687 1.9799 1.5060
*
```

***

Formula: C44H52BrFN9
Source: OMol25
Level of theory: ωB97M-V with the def2-TZVPD basis set

Summary:
HOMO = -9.2365 eV
lowest unoccupied orbital energy = -0.193 hartree

```
! wB97M-V def2-TZVPD RIJCOSX def2/J DEFGRID3
* xyz 1 1
F 1.6744 0.0898 7.8787
C 1.5365 0.9637 6.7225
C 2.4876 0.7803 5.4729
C 2.3863 1.6744 4.1831
C 1.2667 2.7954 4.1355
C 1.0963 3.7053 2.8660
C -0.0600 4.7499 2.9012
N -0.9635 4.8904 4.0546
C -0.8093 4.0811 5.2398
C -1.8526 4.2999 6.4521
C -3.3117 3.8508 5.9413
C -3.3820 2.3878 5.2659
Br -4.1672 2.6305 3.4239
C 0.3047 2.9705 5.3799
C 0.4189 2.0807 6.6735
H 3.2652 -0.0714 5.5598
H 3.0854 1.4960 3.2892
H 1.7450 3.6641 1.9290
H -0.2855 5.4410 2.0042
H -1.7449 5.5711 4.0464
H -1.8765 5.4490 6.6228
H -1.5182 3.8260 7.4364
H -3.6457 4.6183 5.1457
H -4.1086 3.9092 6.7805
H -4.0997 1.7365 5.8979
H -2.3851 1.8341 5.2009
H -0.2512 2.1853 7.5964
N 0.5768 0.4104 0.1904
C -0.2905 0.7779 1.1874
C -1.4659 0.0913 0.9997
C -1.3002 -0.7233 -0.1475
C -0.0306 -0.5084 -0.6237
H 1.5143 0.7600 0.0747
H 0.0024 1.4943 1.9397
H -2.3476 0.1660 1.6196
H -2.0302 -1.3942 -0.5772
H 0.4918 -0.9277 -1.4706
N -5.9485 -2.9995 0.9030
C -5.7393 -2.6570 -0.4064
C -5.2973 -1.3572 -0.4397
C -5.2316 -0.8998 0.8995
C -5.6365 -1.9356 1.7066
H -6.2795 -3.8949 1.2250
H -5.9241 -3.3659 -1.1994
H -5.0475 -0.7979 -1.3297
H -4.9216 0.0792 1.2362
H -5.7304 -2.0066 2.7799
N 4.4551 0.9396 -0.2231
C 5.3435 0.8534 -1.2631
C 5.6389 -0.4745 -1.4596
C 4.8978 -1.2175 -0.5075
C 4.1742 -0.3205 0.2398
H 4.0688 1.7947 0.1427
H 5.6886 1.7419 -1.7708
H 6.3128 -0.8674 -2.2069
H 4.8933 -2.2905 -0.3832
H 3.4864 -0.4691 1.0596
N 3.7575 0.2436 -4.3614
C 3.9879 0.9294 -5.5239
C 3.7682 0.0703 -6.5739
C 3.3856 -1.1781 -6.0247
C 3.3850 -1.0403 -4.6575
H 3.8474 0.6243 -3.4313
H 4.2889 1.9662 -5.5041
H 3.8706 0.3144 -7.6217
H 3.1373 -2.0779 -6.5691
H 3.1533 -1.7440 -3.8714
N -3.6993 -1.8504 -4.9240
C -2.3993 -1.4202 -4.9317
C -1.7499 -2.0149 -3.8771
C -2.6914 -2.8388 -3.2119
C -3.8847 -2.7195 -3.8818
H -4.4087 -1.5718 -5.5829
H -2.0499 -0.7289 -5.6839
H -0.7115 -1.8734 -3.6146
H -2.5156 -3.4520 -2.3398
H -4.8475 -3.1758 -3.7069
N -1.3024 -0.5379 8.7434
C -2.1716 -0.2052 9.7509
C -3.3384 -0.9028 9.5555
C -3.1689 -1.6909 8.3921
C -1.9042 -1.4494 7.9142
H -0.3718 -0.1717 8.6250
H -1.8851 0.4997 10.5171
H -4.2166 -0.8519 10.1823
H -3.8918 -2.3626 7.9528
H -1.3810 -1.8458 7.0567
N 4.0068 -4.4046 -4.5801
C 4.1697 -4.8877 -3.3090
C 3.5997 -6.1366 -3.2535
C 3.0789 -6.4199 -4.5400
C 3.3473 -5.3346 -5.3385
H 4.3240 -3.5047 -4.9068
H 4.6745 -4.3019 -2.5552
H 3.5631 -6.7757 -2.3834
H 2.5651 -7.3187 -4.8483
H 3.1252 -5.1440 -6.3778
N 1.2590 1.9910 -8.3303
C 0.6273 1.4387 -9.4123
C -0.0093 2.4483 -10.0929
C 0.2528 3.6552 -9.3992
C 1.0402 3.3427 -8.3175
H 1.8020 1.4815 -7.6489
H 0.6838 0.3775 -9.6033
H -0.5973 2.3309 -10.9914
H -0.0953 4.6435 -9.6622
H 1.4614 3.9640 -7.5412
*
```

***

Formula: C3H6FNO2S
Source: OMol25
Level of theory: ωB97M-V with the def2-TZVPD basis set

Summary:
HOMO (spin up / spin down) = -6.5930 / -6.5917 eV
energy above the lowest of the compared OMol25 structures with the same formula, charge and spin = 37.1 kcal/mol
lowest unoccupied orbital energy (spin up / spin down) = 0.013 / 0.013 hartree

```
! wB97M-V def2-TZVPD RIJCOSX def2/J DEFGRID3
* xyz 0 1
C -0.9848 -0.5325 0.1429
C -0.1754 0.7488 0.4728
C 1.0978 -1.5848 -0.4698
N -2.2912 -0.3383 0.2841
O -0.3157 -1.5543 -0.4180
O -4.8432 0.4149 0.1992
F 1.7092 -1.6187 0.8385
S -4.0533 -0.7723 -0.1795
H -0.6048 1.3650 1.3854
H -0.0449 1.2873 -0.4801
H 0.8682 0.4012 0.8669
H 1.3692 -2.5834 -0.8856
H 1.3582 -0.7656 -1.1111
H -2.3465 0.5449 0.8428
*
```

***

Formula: C3H8S2
Source: OMol25
Level of theory: ωB97M-V with the def2-TZVPD basis set

Summary:
HOMO (spin up / spin down) = -15.4087 / -15.7162 eV
expectation value of S² = 0.754
energy above the lowest of the compared OMol25 structures with the same formula, charge and spin = 7.8 kcal/mol
lowest unoccupied orbital energy (spin up / spin down) = -0.164 / -0.318 hartree

```
! wB97M-V def2-TZVPD RIJCOSX def2/J DEFGRID3
* xyz 1 2
C 1.4763 -0.7519 0.3746
C 2.8954 -0.3063 0.6772
C 0.4650 0.2538 0.9962
S -1.1855 -0.1323 0.4754
S -1.4285 0.4478 -1.4291
H 1.3045 -1.7335 0.8184
H 1.2666 -0.8495 -0.6913
H 3.1317 -0.3446 1.7410
H 3.5605 -1.0229 0.1937
H 3.1390 0.6955 0.3257
H 0.8002 1.2779 0.8501
H 0.4025 0.0783 2.0754
H -1.4657 1.7851 -1.1906
*
```

***

Formula: C6H7NO
Source: OMol25
Level of theory: ωB97M-V with the def2-TZVPD basis set

Summary:
HOMO = -7.3792 eV
energy above the lowest of the compared OMol25 structures with the same formula, charge and spin = 151.9 kcal/mol
lowest unoccupied orbital energy = 0.011 hartree

```
! wB97M-V def2-TZVPD RIJCOSX def2/J DEFGRID3
* xyz 0 1
C 1.2445 0.4085 0.4938
C 0.7044 -0.0304 1.7264
C -0.5235 -0.5792 1.4308
C -1.5050 -0.3482 -1.1592
C -0.0474 -0.0291 -1.8306
C 0.4388 -0.1074 -0.5336
H 2.1565 1.9290 1.4508
H 0.6294 0.2105 2.8145
H -1.3207 -1.0824 2.1298
H -2.2836 0.4256 -0.8377
H -2.2057 -1.2697 -1.3039
H 0.5517 1.0622 -2.4936
H 0.4031 -0.8588 -2.3579
N -0.5261 -0.9182 0.0688
O 2.2836 1.1877 0.4016
*
```

***

Formula: C15H20AgFO15S2
Source: OMol25
Level of theory: ωB97M-V with the def2-TZVPD basis set

Summary:
HOMO (spin up / spin down) = 3.7313 / 3.7665 eV
expectation value of S² = 0.755
energy above the lowest of the compared OMol25 structures with the same formula, charge and spin = 0.0 kcal/mol
lowest unoccupied orbital energy (spin up / spin down) = 0.189 / 0.190 hartree

```
! wB97M-V def2-TZVPD RIJCOSX def2/J DEFGRID3
* xyz -3 2
Ag 0.4016 -1.5770 -0.7355
C 3.0493 -2.1029 1.3453
O 2.3325 -2.4615 0.2056
H 2.5858 -2.3642 2.2966
H 3.9164 -2.7173 1.5878
H 3.5230 -1.1282 1.2280
S -0.9390 -3.8612 0.1590
O -0.1258 -3.6177 -1.0248
O -1.1470 -2.4920 0.6625
O -2.0800 -4.6340 -0.1942
O -0.0198 -4.6347 1.0021
S 1.2398 -2.8181 -3.6328
O 0.2230 -3.7166 -4.2606
O 0.6320 -1.7535 -2.9099
O 2.1389 -3.5501 -2.7741
O 1.9020 -2.4693 -4.8623
C 2.4414 3.3888 2.9529
C 1.8848 2.0794 3.3973
C 0.4686 2.1256 3.8888
O -0.2060 1.1250 3.0993
C 0.5779 0.7650 2.0738
O 0.2396 -0.0158 1.1586
O 1.8451 1.1926 2.2777
H 2.6107 4.0214 3.8242
H 1.8114 4.0771 2.3894
H 3.3899 3.2493 2.4341
H 2.4687 1.6350 4.2034
H 0.0954 3.1238 3.6598
H 0.4236 1.9130 4.9569
C -4.6674 -3.0242 -0.5410
C -4.6906 -1.9552 -1.7095
C -5.0182 -0.6475 -1.2516
O -3.7753 -0.0770 -1.0845
C -2.8209 -0.8484 -1.6307
O -1.6257 -0.6139 -1.6080
O -3.4151 -1.8488 -2.2064
H -5.7409 -3.0598 -0.3552
H -4.3069 -2.6307 0.4094
H -4.2603 -3.9802 -0.8703
H -5.3458 -2.2082 -2.5431
H -5.4245 -0.5214 -0.2481
H -5.5348 0.0440 -1.9173
F 1.3710 0.4750 -1.0265
C 1.5007 1.8509 -0.9781
C 2.4704 2.5228 -0.1205
C 2.7227 3.8948 -0.2598
C 1.9936 4.5749 -1.2059
C 0.9647 3.9648 -1.9360
C 0.7860 2.6400 -1.8724
H 3.0701 2.0113 0.6179
H 3.5597 4.3034 0.2869
H 2.2122 5.6291 -1.2902
H 0.3172 4.4976 -2.6165
H -0.0256 2.2249 -2.4514
*
```

***

Formula: C31H40AsBaN5O3S
Source: OMol25
Level of theory: ωB97M-V with the def2-TZVPD basis set

Summary:
HOMO = -6.8013 eV
energy above the lowest of the compared OMol25 structures with the same formula, charge and spin = 2.3 kcal/mol
lowest unoccupied orbital energy = 0.006 hartree

```
! wB97M-V def2-TZVPD RIJCOSX def2/J DEFGRID3
* xyz 0 1
Ba 0.4241 0.4502 -0.1264
C -0.8799 3.2957 2.3640
N 0.1417 3.0242 1.3638
C 1.4725 2.8852 1.9651
C 1.5613 1.7648 3.0161
C 2.7221 0.7947 2.7843
N 2.3235 -0.1832 1.7881
C 2.5732 -1.4139 1.9949
C 2.2614 -2.5348 1.1063
C 2.2242 -3.7912 1.7476
C 1.9854 -4.9626 1.0752
C 1.8214 -4.8986 -0.3160
C 1.8799 -3.7007 -0.9747
C 2.0707 -2.4528 -0.3093
O 2.0667 -1.3599 -0.9943
C 0.2045 4.0853 0.3526
C -1.0912 4.3927 -0.3925
C -1.5560 3.3342 -1.3896
N -1.8629 2.0627 -0.7550
C -3.0987 1.8351 -0.5011
C -3.6767 0.7184 0.2143
C -5.0722 0.5637 0.0774
C -5.7705 -0.4410 0.6948
C -5.0583 -1.3218 1.5303
C -3.7110 -1.1828 1.7186
C -2.9403 -0.1701 1.0651
O -1.6792 -0.1110 1.2595
H -0.7305 4.2797 2.8393
H -0.8675 2.5304 3.1355
H -1.8686 3.2627 1.9124
H 1.7890 3.8423 2.4150
H 2.1683 2.6848 1.1446
H 0.6413 1.1730 3.0125
H 1.6309 2.1938 4.0173
H 3.0416 0.3346 3.7277
H 3.5817 1.3510 2.3900
H 3.0805 -1.7120 2.9236
H 2.3845 -3.8134 2.8209
H 1.9441 -5.9079 1.5986
H 1.6454 -5.8067 -0.8808
H 1.7431 -3.6511 -2.0487
H 0.9780 3.8018 -0.3700
H 0.5513 5.0180 0.8324
H -0.9255 5.3213 -0.9461
H -1.9039 4.6022 0.3063
H -0.7440 3.1721 -2.1132
H -2.4083 3.7327 -1.9601
H -3.8438 2.5541 -0.8792
H -5.5991 1.2711 -0.5570
H -6.8381 -0.5444 0.5573
H -5.5853 -2.1220 2.0381
H -3.1627 -1.8594 2.3625
C 5.1491 2.5048 -2.1990
As 3.8639 1.1462 -1.7472
C 3.4499 0.1673 -3.3407
C 4.8039 -0.0337 -0.5582
O 2.5244 1.8715 -1.0788
H 5.9940 2.0798 -2.7390
H 5.4964 2.9649 -1.2754
H 4.6585 3.2582 -2.8126
H 4.3543 -0.2788 -3.7534
H 2.9952 0.8313 -4.0735
H 2.7569 -0.6164 -3.0348
H 5.8707 -0.0116 -0.7788
H 4.3926 -1.0325 -0.6712
H 4.6250 0.3055 0.4597
N -2.2696 0.3812 -3.4064
C -2.4460 -0.7380 -2.6244
N -1.6014 -1.1236 -1.7293
C -2.0419 -2.3134 -1.1399
C -1.3806 -3.0228 -0.1430
C -1.9508 -4.1813 0.3488
C -3.1765 -4.6450 -0.1331
C -3.8465 -3.9552 -1.1269
C -3.2634 -2.7964 -1.6197
S -3.8605 -1.7330 -2.8590
H -1.7477 1.1005 -2.9244
H -3.1140 0.7455 -3.8201
H -0.4347 -2.6782 0.2512
H -1.4335 -4.7326 1.1234
H -3.6079 -5.5505 0.2731
H -4.7979 -4.3049 -1.5053
*
```

***

| no. | molar mass (Da) |
| --- | --- |
| 1 | 807.8 |
| 2 | 413.5 |
| 3 | 805.9 |
| 4 | 139.2 |
| 5 | 108.2 |
| 6 | 109.1 |
| 7 | 631.3 |
| 8 | 775.0 |